1.
Entry from OMol25: a 2-piece molecular cluster, C4H12 overall in a non-equilibrium geometry (the ωB97M-V functional and the def2-TZVPD basis).

F_max ... 0.078 hartree/bohr
Structure (SMILES) ... CC.CC
HOMO-LUMO gap ... 12.31 eV
Highest occupied orbital energy ... -11.2 eV

The geometry in XYZ format:
```
16
Properties=species:S:1:pos:R:3:lowdin_charge:R:1
C 1.8627 -0.0206 0.5237 -0.17
C 2.5875 -0.4999 -0.7510 -0.18
H 2.3253 0.6373 1.2204 0.04
H 0.8648 0.4151 0.3086 0.01
H 1.6380 -1.0235 1.1658 0.11
H 2.0176 -1.2094 -1.3824 0.06
H 3.5458 -1.0043 -0.6057 0.06
H 2.6689 0.2992 -1.4922 0.05
C -2.8486 0.4426 0.5364 -0.18
C -1.5810 0.1171 -0.2867 -0.20
H -2.9065 -0.2476 1.3579 0.05
H -2.7762 1.5423 0.8962 0.09
H -3.7257 0.4859 -0.0387 0.03
H -0.9715 0.8622 -0.9771 0.10
H -1.8985 -0.6409 -1.0919 0.08
H -0.9050 -0.3511 0.5045 0.05
```

***

2.
Entry from OMol25: C5H13N3 as an isolated structure in a non-equilibrium geometry (the ωB97M-V functional and the def2-TZVPD basis).

F_max ... 0.053 hartree/bohr
HOMO-LUMO gap (alpha / beta) ... 7.75 / 7.40 eV
Highest occupied orbital energy (alpha / beta) ... -8.0 / -7.6 eV

The geometry in XYZ format:
```
21
Properties=species:S:1:pos:R:3:lowdin_charge:R:1
C -0.6022 -0.1351 -1.6317 -0.11
C 0.6174 -0.7621 -2.2432 -0.16
N 0.8111 -0.1404 0.7636 -0.18
N 1.7785 0.6837 0.3398 0.00
H 0.8098 -1.0735 0.3785 0.12
H 0.9759 1.4725 -0.6073 0.07
H 1.8751 1.4407 1.0162 0.07
H -1.1415 -0.7178 -0.8956 0.05
H -1.3039 0.2873 -2.3412 0.06
H 0.5978 -0.6906 -3.3333 0.08
H 0.7330 -1.8118 -1.9636 0.07
H 1.5361 -0.2479 -1.9313 0.06
C -0.1583 0.2196 1.7953 -0.25
C -1.1135 -0.9260 2.0913 -0.08
C -0.1841 1.7427 -1.1173 -0.30
N -0.8481 2.6878 -1.0158 0.07
H -0.7045 1.1106 1.4694 0.10
H 0.3996 0.4930 2.6998 0.11
H -1.7744 -0.6502 2.9129 0.08
H -0.5684 -1.8247 2.3864 0.08
H -1.7355 -1.1577 1.2271 0.06
```

***

3.
Entry from OMol25: the molecule C7H6O in a non-equilibrium geometry (the ωB97M-V functional and the def2-TZVPD basis).

F_max ... 0.152 hartree/bohr
Structure (SMILES) ... O=C=C=CCC1=CC1
HOMO-LUMO gap ... 8.34 eV
Highest occupied orbital energy ... -8.9 eV

The geometry in XYZ format:
```
14
Properties=species:S:1:pos:R:3:lowdin_charge:R:1
O 2.8642 2.3025 3.2669 0.13
C 2.4696 1.6642 2.3470 -0.19
C 2.2132 1.1836 1.1398 -0.02
C 1.3948 0.4310 0.4064 -0.12
C -0.0731 -0.0058 0.5338 -0.10
C -1.0251 -0.5403 -0.6668 -0.19
C -1.8993 -1.5276 -0.9294 0.06
C -1.5484 -0.4467 -2.0076 -0.12
H 1.8417 0.1534 -0.5262 0.09
H -0.0264 -0.9617 1.2326 0.15
H -0.5330 0.8760 1.0597 0.12
H -2.2601 -2.4087 -0.6416 0.04
H -1.0322 -0.8903 -2.8341 0.06
H -2.3859 0.1706 -2.3804 0.08
```

***

4.
Entry from OMol25: a 2-piece molecular cluster, C4H14N2O overall (the ωB97M-V functional and the def2-TZVPD basis).

F_max ... 0.015 hartree/bohr
Structure (SMILES) ... CC[C@H](N)CN.O
HOMO-LUMO gap ... 9.81 eV
Highest occupied orbital energy ... -8.9 eV

The geometry in XYZ format:
```
21
Properties=species:S:1:pos:R:3:lowdin_charge:R:1
C -0.4264 -2.0272 0.5254 -0.11
C -0.4117 -1.1549 -0.7291 -0.24
C 0.3038 0.1820 -0.5538 -0.45
N -0.3689 0.9829 0.4881 0.04
C 0.3121 0.9704 -1.8511 -0.26
N 1.1638 2.1580 -1.7539 0.00
H -0.4655 -3.0761 0.2511 0.07
H 0.4577 -1.8384 1.1404 0.07
H -1.2935 -1.7740 1.1363 0.07
H -1.4187 -0.9665 -1.0826 0.11
H 0.1162 -1.6727 -1.5261 0.10
H 1.3347 -0.0384 -0.2167 0.14
H -0.3613 0.4429 1.3548 0.03
H 0.2056 1.8014 0.6775 0.07
H 0.6168 0.3146 -2.6756 0.11
H -0.7099 1.3384 -1.9863 0.12
H 0.6924 2.9980 -2.0427 0.06
H 2.0826 2.0474 -2.1557 0.06
O -0.3579 0.0431 3.7825 -0.06
H -1.3113 0.1337 3.6895 0.04
H -0.1608 -0.8646 3.5281 0.03
```

***

5.
Entry from OMol25: a 10-piece molecular cluster, C43H105FN3O15PS overall in a non-equilibrium geometry (the ωB97M-V functional and the def2-TZVPD basis).

F_max ... 0.118 hartree/bohr
Structure (SMILES) ... CCCCCCCCC[C@@]1(CCCCO)[C@@H](P(N)O)OS(=O)(=O)[C@H](NCCC)[C@]1(CCCN)CC(=O)F.CCO.CCO.CCO.CCO.CCO.CCO.CCO.CCO.CCO
HOMO-LUMO gap ... 8.07 eV
Highest occupied orbital energy ... -8.0 eV

The geometry in XYZ format:
```
169
Properties=species:S:1:pos:R:3:lowdin_charge:R:1
C 7.7643 1.4107 0.7749 -0.14
C 8.2138 0.1172 1.6486 -0.26
C 7.1392 -0.2936 2.7642 -0.23
C 6.2588 -1.6074 2.3635 -0.21
C 4.9216 -1.5305 3.2431 -0.23
C 3.7415 -2.5186 2.7743 -0.21
C 2.3673 -1.6380 2.8445 -0.19
C 2.2591 -0.7958 1.4454 -0.17
C 0.7234 -0.8626 0.9118 -0.15
C 0.1289 0.5744 0.4488 -0.28
C 0.2750 1.5401 1.7556 -0.13
C 0.0373 0.8433 3.1940 -0.15
C -0.6771 1.9144 4.2254 -0.16
C -2.1404 1.4380 4.6964 -0.23
O -2.4695 2.1828 5.9229 -0.12
C 1.1331 1.2080 -0.6410 -0.39
P 1.8377 0.0434 -1.9761 0.96
N 3.5181 -0.4260 -1.5809 -0.17
O 2.0873 0.9010 -3.4846 -0.34
O 0.6845 2.4093 -1.3158 -0.27
S -0.7639 2.2769 -2.0982 0.78
O -1.1028 3.6644 -2.6242 -0.33
O -0.8552 1.3490 -3.2662 -0.32
C -1.9958 1.7743 -0.7623 -0.29
N -2.1919 2.9932 0.0316 -0.06
C -3.3836 3.8101 -0.4368 -0.18
C -2.9241 5.3677 -0.2435 -0.22
C -3.6658 6.0660 1.0213 -0.13
C -1.4288 0.4632 -0.0591 -0.24
C -1.5763 -0.8975 -0.9514 -0.15
C -2.7152 -0.9316 -2.0482 -0.19
C -3.2446 -2.4761 -2.1306 -0.27
N -2.0710 -3.3039 -2.5593 -0.03
C -2.4418 0.1613 1.1904 -0.02
C -3.9797 0.1713 0.7913 -0.29
O -4.7256 1.1533 0.7232 0.10
F -4.5721 -1.1136 0.5134 0.01
H 7.6023 2.3374 1.4406 0.07
H 6.8399 1.1970 0.1440 0.06
H 8.6145 1.7132 0.0530 0.07
H 9.1608 0.4622 2.2153 0.10
H 8.5280 -0.7349 0.9604 0.10
H 6.3785 0.5772 2.8185 0.10
H 7.5935 -0.4003 3.8185 0.11
H 6.0738 -1.6375 1.2398 0.11
H 6.9121 -2.5057 2.6716 0.11
H 4.5192 -0.4522 3.1189 0.09
H 5.2067 -1.6225 4.3463 0.12
H 3.9030 -3.0054 1.7580 0.11
H 3.7020 -3.3746 3.5431 0.10
H 2.4991 -0.9676 3.7547 0.09
H 1.5181 -2.4043 2.9487 0.11
H 2.9580 -1.3814 0.7393 0.09
H 2.6695 0.2579 1.5470 0.10
H 0.8083 -1.6160 0.0380 0.10
H 0.0285 -1.4069 1.6567 0.11
H 1.3324 1.9920 1.8413 0.10
H -0.4101 2.4489 1.7317 0.10
H 1.0660 0.6458 3.6751 0.10
H -0.6413 -0.0675 3.1972 0.09
H -0.0433 1.9554 5.1921 0.12
H -0.6762 2.9803 3.8215 0.10
H -2.8940 1.8265 3.9105 0.11
H -2.2188 0.3094 4.8271 0.11
H -3.2955 2.6876 5.7339 0.09
H 2.0894 1.5366 -0.0733 0.13
H 3.8624 -1.0774 -2.3208 0.01
H 4.0514 0.4527 -1.7158 0.04
H 1.4576 0.4527 -4.0886 0.04
H -2.9813 1.6369 -1.3444 0.14
H -2.3694 2.8513 1.0285 0.10
H -4.2952 3.6843 0.2373 0.10
H -3.5894 3.6915 -1.5485 0.12
H -1.7853 5.4243 -0.1712 0.10
H -3.2292 5.9252 -1.1935 0.10
H -3.6335 7.2145 0.9111 0.08
H -4.7424 5.6978 1.0752 0.04
H -3.0646 5.8027 1.9704 0.08
H -0.6132 -1.2008 -1.4757 0.07
H -1.7952 -1.7544 -0.2049 0.12
H -3.6489 -0.3075 -1.8689 0.10
H -2.3755 -0.7015 -3.1267 0.12
H -3.7055 -2.8218 -1.1481 0.10
H -4.0382 -2.4882 -2.9711 0.12
H -1.8449 -3.9072 -1.7590 0.07
H -2.3089 -3.8464 -3.3983 0.06
H -2.1731 -0.8299 1.6958 0.11
H -2.3578 0.9714 2.0098 0.11
C 4.2750 -2.5173 -6.2825 -0.09
C 4.2073 -2.6474 -4.7751 -0.30
O 4.3762 -1.3714 -4.1619 -0.12
H 5.2341 -2.0908 -6.5882 0.08
H 4.1526 -3.4877 -6.7621 0.05
H 3.4948 -1.8423 -6.6486 0.08
H 5.0006 -3.3040 -4.4125 0.11
H 3.2442 -3.0634 -4.4617 0.11
H 3.6650 -0.7967 -4.4806 0.06
C -8.4779 6.9046 2.9548 -0.09
C -7.4424 6.2810 2.0401 -0.32
O -6.1782 6.2265 2.6919 -0.11
H -8.1744 7.9135 3.2456 0.08
H -9.4523 6.9573 2.4632 0.07
H -8.5801 6.3240 3.8764 0.07
H -7.3277 6.8754 1.1313 0.12
H -7.7349 5.2652 1.7541 0.10
H -6.2845 5.6922 3.4898 0.09
C 2.7598 4.1064 -3.5637 -0.10
C 3.7872 5.1628 -3.9196 -0.33
O 3.7094 5.4783 -5.3050 -0.09
H 2.9208 3.2006 -4.1522 0.06
H 2.8127 3.8511 -2.5024 0.07
H 1.7489 4.4576 -3.7911 0.08
H 4.7965 4.8005 -3.7124 0.11
H 3.6233 6.0782 -3.3412 0.10
H 2.8178 5.8064 -5.4792 0.08
C -3.4823 -3.8869 5.3803 -0.08
C -2.4591 -2.8323 5.0111 -0.31
O -2.5538 -2.5207 3.6243 -0.10
H -3.3273 -4.7947 4.7912 0.08
H -3.4172 -4.1392 6.4409 0.08
H -4.4940 -3.5359 5.1646 0.04
H -1.4478 -3.1944 5.2077 0.11
H -2.6163 -1.9161 5.5893 0.10
H -3.4484 -2.1929 3.4601 0.08
C 2.9156 4.6046 4.7933 -0.08
C 2.6955 3.6395 3.6455 -0.30
O 1.3365 3.6789 3.2225 -0.13
H 2.2647 4.3541 5.6349 0.08
H 3.9544 4.5793 5.1310 0.08
H 2.6686 5.6267 4.4921 0.08
H 2.9224 2.6169 3.9570 0.11
H 3.3365 3.8920 2.7945 0.11
H 1.1496 4.5852 2.9414 0.11
C 7.2618 -5.0922 -8.1909 -0.08
C 6.8574 -5.4882 -6.7844 -0.31
O 5.4627 -5.2797 -6.5969 -0.11
H 7.0219 -4.0423 -8.3773 0.08
H 8.3331 -5.2423 -8.3461 0.08
H 6.7133 -5.6808 -8.9314 0.06
H 7.3912 -4.8830 -6.0487 0.11
H 7.0845 -6.5427 -6.5943 0.10
H 4.9958 -5.8259 -7.2458 0.05
C -8.6149 2.0219 0.0670 -0.09
C -9.0484 0.8855 0.9713 -0.33
O -8.1827 -0.2293 0.8043 -0.09
H -8.6253 1.7051 -0.9790 0.08
H -9.2751 2.8856 0.1806 0.07
H -7.5904 2.3292 0.2969 0.06
H -10.0631 0.5659 0.7249 0.11
H -9.0286 1.1925 2.0223 0.10
H -7.2885 0.0607 1.0326 0.06
C 4.7819 -9.5820 -8.9207 -0.09
C 5.2279 -8.1434 -9.0892 -0.32
O 4.1957 -7.2555 -8.6694 -0.09
H 3.8772 -9.7735 -9.5031 0.08
H 5.5631 -10.2734 -9.2449 0.08
H 4.5385 -9.7917 -7.8750 0.08
H 5.4490 -7.9319 -10.1372 0.12
H 6.1277 -7.9418 -8.4990 0.10
H 4.0108 -7.4433 -7.7386 0.09
C -8.1953 -2.2510 5.2179 -0.09
C -7.2727 -3.4146 5.5229 -0.33
O -6.5887 -3.1922 6.7518 -0.09
H -7.6284 -1.3185 5.1555 0.08
H -8.7222 -2.4073 4.2736 0.08
H -8.9331 -2.1231 6.0154 0.07
H -6.5248 -3.5252 4.7354 0.09
H -7.8357 -4.3503 5.5981 0.11
H -7.2566 -3.1046 7.4440 0.08
```

***

Number 1: energy -159.54123 a.u.. Number 2: energy -362.38063 a.u.. Number 3: energy -345.34824 a.u.. Number 4: energy -345.54529 a.u.. Number 5: energy -3833.28110 a.u..